Entry 1:
Density functional theory data (ωB97M-V/def2-TZVPD) for the ion C2H2BrClNO2 with charge -1.

```
9
Properties=species:S:1:pos:R:3:mulliken_charge:R:1
O -0.618 -1.729 -1.974 -0.65
C 0.138 -0.869 -2.398 0.64
O 0.458 -0.268 -3.394 -0.64
N 1.190 -0.428 -1.194 -0.15
Cl 2.374 0.768 -1.576 -0.17
C 0.505 -0.342 0.087 -0.46
Br 1.298 -1.294 1.545 -0.27
H -0.560 -0.680 -0.179 0.34
H 0.484 0.653 0.319 0.36
```

Values from the calculation:
- max |F| (hartree/bohr) = 0.0798
- charge = -1
- E (hartree) = -3316.894160
- E_HOMO (eV) = -4.51
- energy relative to the best compared isomer or geometry (same formula, charge and spin) (kJ/mol) = 70.3
- orbital gap (eV) = 7.8
- structure (SMILES) = O=C([O-])N(Cl)CBr

=====

Entry 2:
Density functional theory data (ωB97M-V/def2-TZVPD) for a cluster of 4 separate species, C4H13NO3 in total.

```
21
Properties=species:S:1:pos:R:3:mulliken_charge:R:1
C -1.637 -1.032 2.187 -0.71
C -1.310 -0.793 0.926 -0.20
C -0.441 0.338 0.514 -0.30
C -0.926 1.589 0.545 -0.17
N -0.261 2.712 0.101 -0.50
H -2.375 -1.721 2.561 0.30
H -1.219 -0.311 2.888 0.28
H -1.624 -1.381 0.064 0.29
H 0.580 0.159 0.205 0.21
H -1.865 1.762 1.055 0.35
H -0.446 3.551 0.621 0.24
H 0.740 2.673 -0.055 0.23
O -0.177 -1.257 -2.384 -0.56
H -0.559 -1.874 -3.007 0.29
H 0.482 -0.802 -2.872 0.27
O 1.921 1.018 -1.940 -0.60
H 1.243 0.366 -1.776 0.21
H 1.367 1.774 -2.226 0.36
O 2.500 -2.249 1.098 -0.64
H 2.225 -1.674 0.352 0.33
H 1.781 -2.848 1.144 0.31
```

Values from the calculation:
- max |F| (hartree/bohr) = 0.0360
- charge = 0
- E (hartree) = -440.618489
- E_HOMO (eV) = -8.18
- energy relative to the best compared isomer or geometry (same formula, charge and spin) (kJ/mol) = 253.9
- orbital gap (eV) = 8.6
- structure (SMILES) = C=C/C=C/N.O.O.O

=====

Entry 3:
Density functional theory data (ωB97M-V/def2-TZVPD) for a structure of composition C3H2INO2.

```
9
Properties=species:S:1:pos:R:3:mulliken_charge:R:1
C 0.700 -0.593 -1.084 0.42
C -0.597 0.184 0.119 0.82
C 0.848 -0.165 0.386 -0.30
N -0.682 -0.287 -1.077 -0.60
O 1.431 -1.017 -1.918 -0.51
O -1.260 0.794 0.975 -0.62
I -3.000 1.708 0.874 0.33
H 0.886 -1.152 0.782 0.20
H 1.675 0.529 0.943 0.27
```

Values from the calculation:
- max |F| (hartree/bohr) = 0.0741
- charge = 0
- E (hartree) = -618.350811
- E_HOMO (eV) = -9.75
- energy relative to the best compared isomer or geometry (same formula, charge and spin) (kJ/mol) = 202.2
- orbital gap (eV) = 7.9

=====

Entry 4:
Density functional theory data (ωB97M-V/def2-TZVPD) for a cluster of 2 separate species, C10H16N in total.

```
27
Properties=species:S:1:pos:R:3:mulliken_charge:R:1
C 1.246 -0.033 1.090 -0.27
C 0.631 1.215 1.025 -0.18
C -0.727 1.519 1.062 -0.22
C -1.816 0.658 1.093 -0.27
C -1.815 -0.730 1.064 -0.26
C -0.724 -1.589 1.039 -0.25
C 0.633 -1.284 1.054 -0.24
H 2.339 -0.036 1.049 0.56
H 1.303 2.076 0.936 0.33
H -0.970 2.588 1.068 0.35
H -2.801 1.134 1.135 0.34
H -2.799 -1.208 1.059 0.34
H -0.966 -2.658 1.017 0.35
H 1.311 -2.144 1.018 0.33
C 1.224 -1.299 6.560 -1.21
C 2.325 -1.137 5.525 -0.36
C 2.059 0.002 4.539 -0.26
N 3.042 0.111 3.498 -0.57
H 1.440 -2.140 7.221 0.35
H 1.125 -0.408 7.185 0.32
H 0.255 -1.490 6.091 0.32
H 3.273 -0.927 6.032 0.27
H 2.448 -2.075 4.975 0.32
H 1.045 -0.096 4.109 0.17
H 2.103 0.951 5.091 0.28
H 3.290 -0.748 3.023 0.26
H 2.948 0.904 2.879 0.21
```

Values from the calculation:
- max |F| (hartree/bohr) = 0.0181
- charge = +1
- E (hartree) = -445.083990
- E_HOMO (eV) = -11.98
- energy relative to the best compared isomer or geometry (same formula, charge and spin) (kJ/mol) = 186.7
- orbital gap (eV) = 6.4